Entry 1:
DFT (ωB97M-V/def2-TZVPD) results for C27H27Br2F6MgN3O9S as an isolated structure in a non-equilibrium geometry.

HOMO: -12.8 eV

ORCA input file:
```
! RIJCOSX wB97M-V def2-TZVPD def2/J DEFGRID3
* xyz 2 1
H 2.474 -5.373 -2.269
C 1.067 1.604 1.921
H 3.147 2.527 2.611
C -1.054 -0.828 1.323
C 2.529 5.313 -2.372
C 0.087 -3.178 -0.622
C -1.958 -2.201 1.002
H 6.223 -0.506 1.687
C -3.320 0.832 1.982
H 2.968 5.889 -3.312
H -5.606 2.064 4.625
H -5.935 1.497 2.801
O 2.199 -3.169 0.998
O 1.746 4.182 -2.913
N -0.878 4.073 1.547
H 1.617 3.450 3.231
F -3.721 0.265 -2.407
C 1.698 0.158 1.399
H -3.872 -0.156 1.678
H 4.225 -0.031 3.432
C -4.983 -1.974 -2.607
F -6.050 0.277 -2.912
C -2.645 -3.497 -1.477
C 3.327 -0.017 1.231
C 1.113 -2.538 0.539
C 2.326 -4.194 -2.218
O -5.081 -3.106 0.055
H 3.632 3.515 -1.488
H 0.969 4.524 -3.449
O -0.658 5.131 2.135
H -2.512 -4.381 -4.906
Mg 1.870 6.014 0.093
O -5.120 -4.622 -1.894
O 2.206 3.842 1.152
C -0.377 -4.482 -3.053
H 4.175 4.464 1.967
H 3.845 1.035 1.170
F -4.060 -1.982 -3.803
N 2.826 -3.584 -3.531
H -3.204 0.550 4.336
C 3.739 4.679 -1.438
H 3.053 -3.815 -1.382
H 6.129 -1.777 3.072
C -3.676 1.287 3.527
C 0.733 -3.939 -1.927
C -1.556 -2.974 -0.377
N -2.890 -4.761 -3.986
C 4.035 -0.789 2.530
C -2.018 -4.252 -2.831
O -1.081 3.151 2.538
C 2.064 2.896 2.275
C -1.678 0.604 1.811
O 3.794 5.236 -0.071
H 3.378 -1.659 2.962
C 3.647 4.171 0.948
C -5.016 -0.434 -2.070
Br 0.242 -5.414 -4.761
C -5.309 1.304 3.782
H 1.814 6.000 -1.741
C -0.574 1.826 2.099
F -6.330 -2.367 -3.148
S -4.488 -3.275 -1.356
H 4.150 3.152 0.605
H 4.754 4.944 -1.995
H -3.256 2.355 3.784
C 5.547 -1.364 2.130
C 0.590 -1.048 1.097
F -5.445 -0.243 -0.669
H 2.326 -2.686 -3.745
H -5.595 0.222 4.174
F 3.701 -0.754 -0.010
Br -3.763 2.320 0.660
H 5.510 -2.213 1.321
H -2.794 -5.799 -4.037
O -2.817 -2.558 1.945
H 3.848 -3.416 -3.397
*
```

Results of the Mulliken charge analysis, in e, for atoms 1 through 8:
1. H 0.27
2. C 0.56
3. H 0.55
4. C 0.15
5. C 0.23
6. C -0.18
7. C -0.09
8. H 0.26



Entry 2:
DFT (ωB97M-V/def2-TZVPD) results for C27H27BrCl3GeN3O4TeW as an isolated structure in a non-equilibrium geometry.

HOMO (alpha / beta): -10.6 / -10.5 eV

ORCA input file:
```
! RIJCOSX wB97M-V def2-TZVPD def2/J DEFGRID3
* xyz 1 4
C -0.761 3.019 1.793
C 2.870 0.633 2.272
H -4.399 -2.686 2.694
Cl -1.308 -4.628 0.180
H 0.325 6.657 -1.531
C -1.176 3.819 -2.408
H -5.806 -3.171 1.335
C 0.383 5.782 -2.179
C 3.766 1.469 1.624
C 4.189 -2.832 1.077
C 2.032 -2.519 0.013
H 3.476 -2.265 -2.208
N -3.166 -2.275 1.282
H 4.684 1.762 2.115
O -3.450 -2.508 2.593
H -3.796 -0.913 -2.812
H -4.888 -2.269 -2.510
H 7.273 -2.787 -0.300
H 3.676 -2.946 2.023
C 0.781 -0.721 2.315
C -0.950 3.245 0.315
C -3.601 -1.810 -0.900
H -1.369 3.722 2.366
Cl -1.814 -5.217 3.704
C 6.194 -2.736 -0.239
C -0.384 4.630 -1.601
C 5.567 -2.895 0.991
C 2.318 1.536 -0.282
N -2.308 -2.082 -0.939
C 3.502 1.915 0.335
H -1.253 4.040 -3.466
O -0.496 -0.792 1.861
Br 1.969 2.070 -2.065
Cl 1.331 -4.964 2.525
W -1.126 -2.163 0.647
C 5.451 -2.510 -1.393
C 1.682 0.274 1.647
H 4.210 2.541 -0.189
H -1.025 2.012 2.107
C -1.761 2.448 -0.524
N 0.893 -2.411 0.075
Ge -0.580 -4.024 2.430
C -5.573 -2.275 0.753
H -2.303 0.826 -2.763
C -0.278 4.318 -0.253
H 0.353 4.930 0.383
H 0.282 3.195 2.060
H -6.181 -2.307 -0.147
H -5.207 -0.692 -1.759
H -3.714 1.884 -2.606
H 3.075 0.245 3.260
H -5.862 -1.397 1.337
C 1.392 0.747 0.372
H -2.518 2.191 -3.868
C 3.449 -2.613 -0.087
H 0.466 0.481 -0.125
Te -2.946 0.974 0.336
C 4.073 -2.444 -1.324
C -4.128 -2.211 0.402
H 5.947 -2.385 -2.344
H 1.437 5.516 -2.276
H 6.153 -3.068 1.883
C -2.649 1.859 -2.840
C -1.855 2.724 -1.901
O 1.180 -1.439 3.191
C -4.425 -1.385 -2.061
O -1.339 -1.181 -1.234
H 0.011 6.054 -3.165
*
```

Results of the natural (NBO) charge analysis, in e, for atoms 1 through 8:
1. C -0.65
2. C -0.18
3. H 0.48
4. Cl -0.32
5. H 0.23
6. C -0.19
7. H 0.25
8. C -0.64



Entry 3:
DFT (ωB97M-V/def2-TZVPD) results for C27H27Cl3GeN7OSSeTa as an isolated structure in a non-equilibrium geometry.

HOMO (alpha / beta): -9.8 / -10.2 eV

ORCA input file:
```
! RIJCOSX wB97M-V def2-TZVPD def2/J DEFGRID3
* xyz 1 2
C -2.537 -3.675 0.290
C 1.109 3.342 0.694
Se -1.509 -1.791 -1.564
Cl 5.465 -0.411 2.348
C 2.505 0.677 -4.585
H -3.447 5.745 1.033
O 0.617 -1.801 0.624
H -0.014 0.956 2.976
N 0.988 -1.322 1.849
H 0.712 2.523 3.410
H 2.008 2.747 0.499
H 1.696 1.314 2.419
H 0.735 3.956 -0.151
C 1.823 -0.038 -3.454
C -0.421 2.492 -2.275
C -2.707 -2.329 -0.146
C -1.287 3.139 1.738
C 0.058 2.377 1.311
N 1.062 0.557 -2.571
N 2.489 -1.689 4.977
H -3.835 2.396 3.773
C 2.161 -1.831 3.844
C -3.073 4.842 1.524
Ta 0.838 -0.419 -0.652
C -3.374 3.038 2.976
H -3.683 -0.429 0.353
N -0.745 3.732 -2.588
C 2.269 -3.780 -3.976
H 2.432 -4.541 -4.765
C 0.662 1.745 2.599
C 1.659 -2.156 2.565
C -4.481 -3.452 1.709
C 1.985 -4.222 -2.708
H -1.810 -4.301 -0.167
N 2.003 -4.517 1.628
H -3.114 -5.173 1.613
C 1.964 -1.466 -3.231
H 2.641 -2.078 -5.248
C -3.960 4.102 2.341
H -0.181 4.257 -3.253
Cl 2.920 0.468 0.029
C -1.748 4.352 1.240
Ge 5.273 -2.554 1.880
C 1.883 -3.273 -1.678
C -3.423 -4.238 1.233
C -3.688 -1.533 0.462
H -1.492 4.223 -2.105
C 1.825 -3.467 2.114
H -5.035 4.345 2.428
S -1.323 1.547 -1.085
H -1.038 4.985 0.672
H 2.053 -5.280 -2.475
H -5.344 -1.483 1.847
N 1.741 -1.956 -1.954
C -0.268 1.146 0.373
H 1.249 4.147 1.427
H -5.228 -3.891 2.337
C -4.578 -2.070 1.371
C -2.114 2.588 2.704
N 0.691 1.912 -2.730
H 1.776 1.298 -5.148
H -1.698 1.685 3.109
H 2.804 -0.116 -5.278
H 1.712 -3.648 -0.695
Cl 7.135 -3.546 2.628
H -0.944 0.500 1.058
H 3.361 1.307 -4.223
H 1.496 2.475 -3.046
C 2.297 -2.438 -4.256
*
```

Results of the Mulliken charge analysis, in e, for atoms 1 through 8:
1. C -0.45
2. C -1.85
3. Se -0.12
4. Cl -0.31
5. C -1.49
6. H 0.36
7. O 0.17
8. H 0.28



Entry 4:
DFT (ωB97M-V/def2-TZVPD) results for C27H27Cl4GaNP2 as an isolated structure in a non-equilibrium geometry.

HOMO: -17.1 eV

ORCA input file:
```
! RIJCOSX wB97M-V def2-TZVPD def2/J DEFGRID3
* xyz 3 1
C 0.422 4.044 0.250
H -2.253 1.371 -1.198
H 0.811 -1.044 -4.972
P 0.314 2.402 -0.479
Cl -0.944 -4.521 0.448
H 0.655 7.542 1.846
C 2.977 2.884 -1.016
Ga 0.041 -0.163 0.356
H 7.361 0.495 -0.632
H -1.072 4.913 -1.047
H -4.336 -1.338 0.304
C 1.371 5.520 1.894
C 2.488 -0.644 -2.068
C -0.101 3.149 -3.147
H -2.747 2.756 -5.221
P 2.453 0.289 -0.525
C -2.147 2.676 -4.327
H 5.533 1.107 3.185
C 4.095 0.429 0.198
C -0.271 6.341 0.330
H 3.301 0.730 2.178
H 1.850 3.439 1.748
H 4.098 -3.288 -3.420
C 5.239 0.343 -0.600
H 0.772 -4.309 2.086
C 0.688 -4.170 1.007
C 1.536 -1.216 -4.192
C 1.273 4.259 1.343
C 3.388 -2.486 -3.317
C 1.532 -0.424 -3.059
C -0.384 5.083 -0.232
H 7.554 0.975 1.781
C -3.752 -0.990 1.159
C 5.443 0.897 2.131
H 2.040 5.698 2.720
C 4.197 0.695 1.566
C -0.883 3.248 -4.286
H 5.160 0.143 -1.658
H 3.660 2.941 -0.168
C 6.582 0.822 1.338
H 4.081 -1.930 -1.373
N 1.910 1.891 -0.811
H 3.548 2.607 -1.905
C -2.648 1.996 -3.224
H -0.864 7.155 -0.060
H 2.544 3.870 -1.174
Cl 1.081 -2.448 0.669
C 2.464 -2.244 -4.322
H 2.446 -2.868 -5.202
H -3.634 1.560 -3.258
Cl -3.944 0.754 1.370
H -4.015 -1.522 2.077
C 3.387 -1.708 -2.173
H 0.883 3.597 -3.121
H -0.503 3.774 -5.149
C 0.597 6.562 1.393
H 0.810 0.382 -2.962
H 1.412 -4.775 0.456
C 6.476 0.547 -0.018
C -1.877 1.886 -2.080
Cl -2.036 -1.368 0.817
C -0.612 2.468 -2.041
*
```

Results of the natural (NBO) charge analysis, in e, for atoms 1 through 8:
1. C -0.38
2. H 0.21
3. H 0.25
4. P 1.29
5. Cl 0.06
6. H 0.26
7. C -0.43
8. Ga 1.03



Entry 5:
DFT (ωB97M-V/def2-TZVPD) results for a 3-piece molecular cluster, C27H27ClO3 overall.

SMILES: C[C@@H](Cl)CC1=C(CCc2ccccc2)C(=O)OC1=O.c1ccccc1.c1ccccc1
HOMO: -9.2 eV

ORCA input file:
```
! RIJCOSX wB97M-V def2-TZVPD def2/J DEFGRID3
* xyz 0 1
H -0.618 3.956 -1.814
C -0.560 3.113 -1.134
C 0.246 2.021 -1.434
C 3.931 -2.104 2.007
H -1.884 -1.319 3.764
H -1.346 -3.370 5.031
H 0.942 0.119 -0.741
C 4.399 -4.577 3.179
H 3.748 -1.139 1.551
Cl -2.902 0.343 -1.752
C 0.937 -0.270 5.315
C -2.841 0.630 -4.452
H 1.581 0.596 5.389
H -0.425 0.669 3.953
C -1.311 3.149 0.034
C 0.300 0.966 -0.525
H -5.562 0.405 -4.286
H -5.713 0.480 -2.500
H 1.176 3.010 -3.059
H -4.905 -0.878 -3.249
O -1.371 3.565 -6.174
H -2.222 -0.243 -4.249
H 2.043 1.592 -2.550
C 5.097 -4.207 2.037
H 2.919 -3.998 4.622
C -1.266 2.085 0.924
C -0.189 -0.232 4.506
C -0.447 0.999 0.640
C 3.467 -3.710 3.734
H 0.658 -3.440 6.474
H -3.477 0.372 -5.301
H 5.403 -2.684 0.557
H -1.860 2.097 1.829
H -1.930 4.007 0.263
H 2.127 -1.460 6.645
C 0.420 -2.539 5.923
H 4.582 -5.541 3.636
H -3.883 1.989 -3.120
O -3.581 3.322 -5.714
H 1.115 0.886 -4.553
C 1.040 1.987 -2.711
C -0.657 1.995 -4.598
C -5.075 0.197 -3.335
C 0.344 1.190 -3.836
H -0.123 0.283 -3.455
C -1.009 -1.347 4.401
H 2.511 -1.798 3.586
C 1.242 -1.426 6.022
C 4.861 -2.971 1.449
C -3.739 0.918 -3.236
H 5.824 -4.881 1.605
H -0.405 0.180 1.349
C -1.955 1.764 -4.833
O 0.596 4.022 -5.155
C -0.707 -2.500 5.112
C -2.464 2.923 -5.628
C 3.235 -2.473 3.150
C -0.318 3.278 -5.292
*
```

Results of the natural (NBO) charge analysis, in e, for atoms 1 through 8:
1. H 0.21
2. C -0.21
3. C -0.04
4. C -0.23
5. H 0.21
6. H 0.21
7. H 0.20
8. C -0.20



Entry 6:
DFT (ωB97M-V/def2-TZVPD) results for C27H27IrN6O2 as an isolated structure in a non-equilibrium geometry.

HOMO (alpha / beta): -8.1 / -10.2 eV

ORCA input file:
```
! RIJCOSX wB97M-V def2-TZVPD def2/J DEFGRID3
* xyz 1 2
C -0.559 -0.058 -3.306
C -3.128 -0.930 -0.853
C 0.828 -2.876 -0.291
N -2.429 0.181 -0.509
N 1.635 -0.109 -0.033
C 2.160 -0.172 -3.655
Ir -0.302 -0.041 -0.241
H 1.769 -0.202 -5.740
H 4.238 -1.093 -1.626
H 2.422 0.148 7.317
H -3.156 3.022 0.814
H -2.059 -3.736 2.059
C -4.431 0.986 0.533
H 3.236 -0.205 -3.764
N -0.234 2.152 -0.223
C -4.438 -1.145 -0.532
C 1.550 0.027 3.556
C 3.191 0.071 5.315
H 1.752 2.124 -0.770
O -0.082 0.004 1.825
H -0.730 -0.090 -5.423
H 0.510 -3.902 -0.475
H -0.494 0.066 4.178
C -5.100 -0.163 0.206
C 3.864 -0.200 -1.120
H -1.624 0.008 -3.123
H -4.931 -2.055 -0.840
H -1.961 4.833 0.818
C 0.102 4.871 0.245
H -1.090 -4.511 0.782
C 0.850 0.109 5.859
H -0.278 -3.643 2.122
H 1.420 -2.527 -1.131
H -4.918 1.777 1.088
C -0.312 -1.959 -0.016
H 3.664 0.001 3.220
N -2.510 2.359 0.419
C 1.345 -0.166 -4.746
C -1.112 4.268 0.457
O -1.250 -2.414 0.766
N 0.225 -0.071 -2.211
C 0.536 0.067 4.508
C 2.882 0.030 3.967
H 4.209 -0.211 -0.091
H -6.131 -0.294 0.504
C 1.201 -0.014 2.118
H 1.456 -2.865 0.608
C 0.954 2.763 -0.424
C 1.611 -0.132 -2.347
C -1.251 2.899 0.200
C -3.092 1.143 0.140
H 2.137 4.530 -0.407
C 1.165 4.101 -0.217
C 2.177 0.112 6.264
C 2.370 -0.151 -1.153
H 0.223 5.930 0.432
H 4.227 0.070 5.630
H -2.574 -1.654 -1.433
H 4.297 0.667 -1.624
H 0.058 0.139 6.596
C -0.060 -0.108 -4.576
N 2.162 -0.081 1.234
C -1.150 -3.673 1.472
*
```

Results of the natural (NBO) charge analysis, in e, for atoms 1 through 8:
1. C 0.06
2. C 0.09
3. C -0.77
4. N -0.51
5. N -0.30
6. C -0.22
7. Ir 1.01
8. H 0.23



Entry 7:
DFT (ωB97M-V/def2-TZVPD) results for C27H27N5O14V as an isolated structure in a non-equilibrium geometry.

HOMO: -2.7 eV

ORCA input file:
```
! RIJCOSX wB97M-V def2-TZVPD def2/J DEFGRID3
* xyz -1 1
C 3.981 3.160 21.566
H 5.587 0.248 20.010
O 0.524 -1.487 27.024
H 5.796 5.641 23.015
H 2.327 5.941 20.574
O -2.283 2.663 23.636
H 2.658 1.657 23.554
N 3.427 -0.883 21.324
C 1.227 5.186 25.442
H 0.920 0.781 22.265
N 0.175 -1.172 28.128
H 5.442 1.792 18.174
C 4.612 0.357 19.551
O 2.504 -0.141 24.313
O 2.400 -1.485 21.580
H -2.888 2.298 26.690
C 3.413 1.251 17.705
C -1.334 6.015 24.721
C 4.055 5.939 21.824
H 1.400 4.400 23.486
C 0.715 0.085 28.671
O 5.759 1.828 23.109
H 0.335 1.237 26.944
O -0.360 0.092 23.614
H 1.747 1.640 25.073
N 2.577 4.757 25.825
O 4.416 -0.954 22.010
C 2.250 0.130 19.406
C 2.995 3.946 20.974
H -1.374 2.814 25.978
O -3.500 -0.302 22.993
C 1.928 1.049 24.140
H 1.210 3.388 27.990
N -2.933 2.613 24.658
H 1.338 -0.275 19.829
C 0.740 4.922 24.168
H 2.124 1.152 31.513
C 1.609 1.245 30.566
C -0.537 5.314 23.821
O -1.682 0.482 21.159
O 3.241 4.166 25.018
H 1.272 -0.863 30.519
H 2.079 3.274 30.307
C 0.745 1.258 27.947
H 4.163 6.999 22.013
C 5.020 3.786 22.235
H -0.936 4.950 22.884
C 1.116 2.458 28.533
H 0.168 2.051 23.164
V -1.964 -0.322 22.473
C 4.603 1.154 18.410
H -1.438 6.906 26.662
O 2.987 5.141 26.909
N 6.023 2.991 22.940
C 1.212 0.063 29.962
C -2.216 2.126 25.858
C -0.814 6.362 25.967
H 0.850 6.056 27.313
H 1.418 0.727 17.418
H 2.283 3.449 20.330
O -4.128 2.811 24.763
C 3.436 -0.146 20.081
C 3.053 5.326 21.094
C 1.579 2.432 29.843
H -2.383 6.202 24.529
H 3.983 2.103 21.358
C 2.235 0.624 18.116
O 7.036 3.543 23.331
C 0.431 5.880 26.329
H -1.764 1.146 25.725
C 0.628 1.058 23.294
O -0.718 -1.701 28.768
H 3.475 1.892 16.830
C 5.031 5.155 22.429
*
```

Results of the Mulliken charge analysis, in e, for atoms 1 through 8:
1. C 0.22
2. H 0.31
3. O -0.49
4. H 0.46
5. H 0.41
6. O -0.45
7. H -0.76
8. N 1.11